# 1
22
Properties=species:S:1:pos:R:3:forces:R:3:mulliken_spin:R:1 method="wB97M-V/def2-TZVPD" lumo_ev="-6.302 / -6.132" largest_force_ev_per_a=2.59 e_above_lowest_kj_mol=319.2 s2=15.76 total_charge=+1 multiplicity=8 homo_energy_ev="-9.94 / -9.94"
O 1.496 -1.591 -0.753 -0.507 0.349 -0.541 0.00
C 0.962 -0.440 -1.102 1.043 -0.427 -0.224 0.00
C 0.665 -2.621 -0.151 0.165 -0.146 0.470 0.00
O 0.116 -0.061 -0.111 -1.122 0.757 1.281 0.00
O -0.787 -2.073 -1.960 -1.156 0.436 0.621 0.00
C -0.289 -3.130 -1.234 0.583 0.070 -0.771 0.00
H 0.110 -2.210 0.699 0.222 -0.101 -0.075 0.00
H 1.362 -3.403 0.174 -0.194 0.263 0.050 0.00
H -1.019 -3.785 -0.710 -0.055 0.357 -0.181 0.00
H 0.290 -3.805 -1.901 -0.147 0.132 0.222 0.00
O 0.439 2.222 -0.452 -0.398 0.348 -0.065 0.00
C -0.484 1.237 -0.184 1.396 -1.232 -0.501 -0.02
C 1.123 2.503 0.761 0.365 -0.036 0.053 0.00
O -1.529 1.227 -0.985 -2.323 0.738 -0.041 -0.01
O -0.938 1.510 1.150 -1.298 0.324 0.554 0.00
C 0.035 2.312 1.829 0.433 0.012 0.284 0.00
H 1.500 3.529 0.713 -0.041 -0.277 -0.003 0.00
H 1.957 1.800 0.897 -0.239 0.202 -0.005 0.00
H -0.440 3.256 2.124 0.149 -0.083 0.031 0.00
H 0.399 1.780 2.715 -0.128 0.164 -0.191 0.00
Li -1.615 -0.500 -1.858 0.946 -0.862 -0.336 0.00
Eu -3.353 2.241 0.340 2.306 -0.987 -0.631 7.03



# 2
16
Properties=species:S:1:pos:R:3:forces:R:3:nbo_charge:R:1 method="wB97M-V/def2-TZVPD" lumo_ev=1.034 largest_force_ev_per_a=4.58 e_above_lowest_kj_mol=223.0 total_charge=0 multiplicity=1 homo_energy_ev=-9.47 smiles="C=C[C@@H]1[C@@H](C)C1(F)F"
C 0.466 -1.412 -2.511 1.096 1.360 1.878 -0.39
C -0.159 -0.386 -1.762 2.287 -3.297 -0.602 -0.20
C 0.347 0.103 -0.399 1.643 2.081 0.650 -0.30
C -0.529 0.106 0.899 -0.122 1.964 -2.090 -0.27
C 0.007 -0.060 2.302 1.120 -0.261 -0.262 -0.62
C -0.211 1.488 0.181 -1.541 -4.301 0.321 0.68
F -1.246 2.121 -0.582 2.259 -0.524 1.849 -0.35
F 0.542 2.223 1.043 -0.388 0.914 -1.685 -0.32
H 1.552 -1.855 -2.183 -2.894 1.262 -0.633 0.20
H 0.105 -1.863 -3.483 0.100 0.933 1.383 0.22
H -1.127 -0.032 -2.070 -0.184 0.208 -0.117 0.22
H 1.492 0.053 -0.155 -2.214 -0.289 -0.766 0.24
H -1.552 -0.234 0.755 0.125 -0.085 -0.090 0.22
H -0.140 -1.111 2.633 0.480 0.613 -0.171 0.22
H -0.644 0.549 2.913 0.067 0.247 0.498 0.22
H 1.097 0.308 2.420 -1.835 -0.826 -0.164 0.23